1.
This record from the Open Molecules 2025 dataset describes a molecular structure, C21H37Ag2N2O10 at a distorted geometry. The level of theory is ωB97M-V with the def2-TZVPD basis set.

Output
* net charge: +3
* E_LUMO (spin up / spin down): -10.510 / -10.702 eV
* HOMO level (spin up / spin down): -0.5066 / -0.5066 hartree
* HOMO-LUMO gap (spin up / spin down): 3.28 / 3.08 eV
* 2S+1: 3

```
72
Properties=species:S:1:pos:R:3:forces:R:3
Ag 1.5746 7.5650 5.1565 -0.3 0.2 -0.1
Ag 6.7151 3.3103 6.7951 0.1 -0.2 0.1
O 1.8425 1.6991 2.0813 -0.1 -0.6 0.3
O 3.3484 2.5047 3.3856 -0.8 -0.5 0.0
O 2.8451 -5.4324 -5.0050 0.7 -0.2 1.3
O 3.0875 -0.2012 8.1161 -0.5 -1.5 -0.9
O -4.8164 4.1074 -1.5509 -0.7 0.1 -0.2
O -4.8737 10.4030 2.1054 1.9 -0.6 0.6
O 1.6894 3.6491 2.7877 -1.0 1.1 0.4
O 2.2988 -1.7667 6.6416 4.0 1.1 0.6
O -6.3324 4.9354 -3.0489 2.7 -2.0 0.4
O -2.6217 9.8547 1.6057 -4.3 1.4 -0.7
N 2.8347 -5.5420 -3.6387 -1.9 -3.6 0.1
N 2.2676 2.5889 2.7927 1.9 0.0 -0.7
C 5.1878 -6.4058 -3.5295 -0.2 1.4 -0.1
C 2.2355 -0.9970 7.7644 -0.3 1.5 0.9
C -4.0003 4.1970 -3.8143 -1.8 1.2 0.9
C 3.7147 -6.6790 -1.5299 -2.9 -0.3 -0.2
C -4.0647 11.1624 0.0251 0.3 -0.9 0.7
C 3.7212 -6.6410 -3.1318 1.5 -1.4 1.5
C 0.4103 -6.5715 -3.5785 1.2 -0.8 0.3
C 2.2925 -6.6850 -0.9617 -1.3 1.6 -0.4
C 1.5100 -5.4605 -1.4351 0.2 -0.7 -2.3
C 3.3558 -8.0700 -3.6831 -0.7 -0.4 -0.2
C -5.2541 4.3897 -2.8591 -0.5 2.0 0.0
C 0.8661 -4.1307 -3.5533 -1.2 0.5 0.3
C -3.7330 10.3551 1.2938 0.9 -0.1 1.0
C 1.1533 -2.4395 6.3213 -2.6 1.4 0.6
C 0.8164 -1.0885 8.3504 0.5 -0.3 -1.2
C -5.9941 11.1730 1.5900 1.6 -0.3 -1.3
C -3.4980 3.5930 -1.5141 1.1 -0.1 -1.4
C 0.1293 -1.5182 7.0489 -1.6 -2.0 0.6
C -2.8529 4.1114 -2.7920 -0.4 -1.1 -2.1
C -5.3428 11.9117 0.3652 -1.0 0.1 0.4
C 1.4136 -5.4572 -3.0610 -0.8 1.3 1.2
H 1.1470 -3.4711 6.6732 0.1 0.0 -0.1
H 0.4845 -5.4585 -1.0656 0.0 0.1 -0.1
H -4.1645 3.4046 -4.5446 0.2 -0.6 0.6
H -2.8083 3.9305 -0.7405 -1.0 0.4 0.8
H -4.1992 10.4816 -0.8155 0.1 -0.1 0.0
H 1.7378 -7.5814 -1.2390 0.1 -0.2 0.4
H -0.1967 -0.6992 6.4078 0.1 0.0 0.1
H 3.0758 -4.5106 -5.1420 -0.1 0.8 -0.7
H -3.4824 2.5036 -1.4816 -0.4 -0.1 0.0
H 2.0367 -4.5799 -1.0676 -0.1 0.3 -0.3
H 4.1517 -5.8356 -0.9952 0.9 -0.2 -0.6
H -6.7582 10.4269 1.3718 0.0 0.2 -0.4
H 3.9212 -7.6680 -1.1209 1.8 0.1 -0.7
H 5.6231 -7.0080 -4.3270 -0.5 0.1 0.0
H -5.1102 12.9414 0.6367 -0.1 0.0 0.1
H -0.7069 -2.1721 7.2963 -0.5 0.5 -0.2
H 5.8203 -6.4918 -2.6460 -0.1 0.0 -0.1
H -0.5821 -6.5596 -3.1279 0.1 1.0 0.3
H 1.2562 -3.2825 -2.9907 0.3 0.1 -0.4
H -6.1152 11.9391 -0.4034 0.4 0.1 -0.4
H 0.7050 -1.8410 9.1312 0.3 -0.2 -0.1
H 0.9509 -2.3491 5.2541 0.4 -0.4 0.0
H 2.5341 -8.5771 -3.1775 0.0 0.3 0.2
H -3.9287 5.0595 -4.4769 -0.1 0.3 0.3
H -6.4312 11.8838 2.2912 0.6 -0.2 0.4
H 5.1540 -5.3553 -3.8183 1.0 0.1 -0.2
H 0.8068 -3.9914 -4.6328 0.8 0.0 -0.1
H -0.2082 -4.1008 -3.3715 -0.1 -0.2 0.6
H 4.2119 -8.7370 -3.5820 0.3 0.4 0.4
H -2.2327 3.3821 -3.3132 1.0 0.2 0.8
H 2.3098 -6.5011 0.1125 0.2 -0.9 0.2
H -2.3730 5.0797 -2.6498 0.0 -0.2 -0.1
H 3.1279 -8.1574 -4.7454 0.0 0.7 -0.1
H 0.7485 -7.5540 -3.2492 0.2 0.0 -0.5
H 0.2446 -6.5457 -4.6555 0.4 0.0 0.0
H 0.4695 -0.1562 8.7959 0.3 0.1 -0.3
H -3.1454 11.7268 -0.1309 -0.4 0.4 -0.4
```
Positions in Å, forces in eV/Å.

=====

2.
This record from the Open Molecules 2025 dataset describes 2 unconnected molecules or ions with the total composition C21H37BF5N2O7S at a distorted geometry. The level of theory is ωB97M-V with the def2-TZVPD basis set.

Output
* net charge: +1
* E_LUMO: -2.438 eV
* HOMO level: -0.4421 hartree
* HOMO-LUMO gap: 9.59 eV

```
74
Properties=species:S:1:pos:R:3:forces:R:3
S 0.9235 4.3274 -1.5840 0.1 0.1 0.1
F 4.4388 1.8647 0.3175 0.3 -0.5 -0.1
F 2.5716 1.9344 1.9664 0.0 -0.1 0.1
F 1.7406 3.8016 1.2830 0.0 0.1 -0.1
F 3.7802 3.5428 -0.8747 -0.1 0.2 -0.4
F 4.2270 3.7977 1.1909 0.3 0.5 0.5
O -4.6623 0.3346 2.0717 -0.1 -0.2 0.1
O 3.8871 0.8574 -3.2248 0.0 0.1 0.0
O -0.9924 2.4845 -1.1690 -0.1 -0.3 0.3
O -1.1007 2.0091 1.5354 0.8 1.0 0.2
O 3.3103 -2.2821 0.3414 -0.2 0.2 0.0
O 0.0921 -3.4181 -1.2125 -0.1 0.7 0.2
O 3.3572 1.1675 -1.9243 -0.1 -0.2 0.0
N 1.2923 0.7412 -0.8171 0.1 -0.3 -0.3
N -1.0788 -2.8177 1.9886 -0.3 -0.6 0.1
C 1.0402 1.9229 0.1447 -0.5 0.1 0.1
C -4.9680 0.3802 0.6891 0.2 0.0 0.2
C 3.1246 -1.3177 -0.6878 0.2 -0.3 -0.1
C 3.0022 -2.0263 -2.0298 0.0 -0.2 -0.1
C -3.8835 1.0927 -0.1367 -0.2 -0.4 -0.3
C -3.7388 -0.6788 2.3933 0.1 0.2 0.0
C -0.9197 1.2984 -1.9434 0.1 0.6 -0.3
C 1.9751 1.1063 -2.0976 0.1 0.4 -0.9
C -3.1383 0.1553 -1.0999 -0.4 0.2 0.0
C 1.4921 -0.6002 2.9977 -0.1 -0.3 0.0
C 2.0286 -0.3827 -0.0827 0.6 0.2 0.5
C -2.0621 -5.2309 2.0953 0.0 0.0 0.0
C 3.7143 2.9761 0.3030 -0.5 -0.2 0.2
C -0.1869 -2.2784 -0.9244 0.3 -0.6 -0.2
C -1.5182 -3.8831 2.0357 0.3 0.7 0.0
C -0.1337 -1.1244 -1.9055 -0.2 -0.1 -0.3
C -0.1041 0.2392 -1.2209 -0.7 -0.6 0.2
C 2.2672 2.6323 0.8375 -0.1 0.0 0.1
C 0.3247 0.3364 2.6452 0.3 -0.1 0.3
C 0.1404 3.0075 -0.5468 0.1 0.3 -0.6
C -2.3769 0.9002 -2.2071 0.1 -0.2 0.0
B 0.1271 1.4046 1.4963 -0.4 -0.7 -0.1
H -0.4799 1.5261 -2.9275 0.1 0.0 0.1
H 1.7580 0.3719 -2.8717 -0.1 -0.2 0.3
H -3.6250 -0.7012 3.4778 -0.1 0.0 -0.1
H 4.7337 0.4490 -2.9856 0.0 0.1 0.1
H 3.9720 -2.4869 -2.2332 -0.1 0.0 0.0
H -0.6461 0.0456 -0.2860 0.4 0.4 0.2
H -2.7468 -0.4803 1.9598 -0.1 -0.1 -0.1
H -3.9071 -0.4485 -1.5950 0.1 0.0 0.0
H -0.5327 -2.0205 0.0949 -0.1 -0.1 -0.1
H 0.1094 0.9176 3.5567 0.0 0.1 -0.1
H -5.1166 -0.6451 0.3183 -0.1 0.1 0.0
H 1.4643 -0.8218 4.0668 0.0 0.1 -0.1
H -5.9193 0.9073 0.6167 0.1 0.0 0.0
H -0.2583 3.6303 0.2468 0.1 -0.2 0.1
H -1.5529 -5.8613 1.3686 0.0 0.0 0.0
H -0.5676 -0.3027 2.5673 0.0 0.1 -0.1
H -2.5287 -0.5607 -0.5390 0.0 0.0 0.0
H -3.1977 1.5825 0.5520 -0.1 0.2 -0.1
H 1.3758 -1.5704 2.5097 0.0 0.1 -0.1
H -3.1265 -5.2089 1.8694 0.0 0.0 0.0
H 4.0659 -0.7684 -0.6868 -0.2 0.1 0.0
H 2.5641 -2.8982 0.3398 0.1 0.0 -0.1
H 2.7738 -1.3844 -2.8773 0.1 0.1 0.0
H 2.5836 0.1081 0.7103 -0.1 0.1 0.0
H 0.7399 3.7861 -2.7931 -0.1 -0.1 0.0
H 1.2836 -0.9650 0.4532 -0.2 0.0 -0.3
H -2.4223 0.3447 -3.1473 0.1 0.0 0.1
H -4.3846 1.8353 -0.7647 0.2 0.2 0.2
H -2.8986 1.8417 -2.3975 0.1 0.0 -0.1
H 1.5920 2.0561 -2.4670 0.0 0.0 0.4
H -1.1067 -1.1990 -2.4087 0.0 0.1 0.1
H -1.3182 2.3340 2.4199 -0.5 -0.5 0.0
H 2.2745 -2.8363 -1.9981 -0.1 0.1 0.0
H -1.9166 -5.6411 3.0928 0.0 0.0 0.0
H 0.5693 -1.3107 -2.7137 0.2 0.1 0.2
H -4.0915 -1.6607 2.0520 0.1 0.0 0.0
H 2.4910 -0.2390 2.7755 0.0 0.2 0.0
```
Positions in Å, forces in eV/Å.

=====

3.
This record from the Open Molecules 2025 dataset describes C21H37N3O5S in the gas phase at a distorted geometry. The level of theory is ωB97M-V with the def2-TZVPD basis set.

Output
* E_LUMO: 0.654 eV
* HOMO level: -0.3367 hartree
* HOMO-LUMO gap: 9.82 eV
* SMILES: C[C@H]1[C@@H](NC(=O)C2CCN(S(=O)(=O)N3CCC4(CC3)OCCO4)CC2)CCC[C@@H]1C

```
67
Properties=species:S:1:pos:R:3:forces:R:3
S -2.7046 0.9302 -0.7044 0.1 -0.3 -0.6
O -1.3166 2.8499 3.6886 -0.2 -0.2 -0.1
O 1.7795 -2.4359 -3.6690 0.2 -0.3 -0.3
O -3.6475 0.2216 0.1020 0.2 -0.3 0.2
O -2.9452 2.3013 -1.0260 0.3 0.2 -0.1
O 0.5400 1.8229 2.8523 -0.1 -0.1 -0.3
N -2.6085 0.1223 -2.1405 -0.4 0.5 0.6
N -1.1607 0.7982 0.0067 -1.0 0.1 -0.4
N 1.7403 -1.4079 -1.6606 0.2 0.2 0.5
C -0.2084 3.4356 4.3307 0.4 0.1 -0.1
C -1.6397 0.8239 2.4417 0.4 0.3 0.1
C -0.4464 2.0561 0.1123 0.2 0.6 -0.1
C 3.3587 0.0666 0.4517 0.3 -0.2 0.0
C -1.7697 0.6953 -3.1674 0.5 0.4 -0.2
C 3.0712 -1.7883 -1.2404 0.5 -0.1 0.0
C -0.2481 -1.3009 -3.0281 0.2 0.0 0.1
C -0.3171 0.2308 -3.0481 -0.2 -0.1 -0.2
C -1.1305 0.0339 1.2385 -0.2 -0.4 0.5
C 2.2178 -4.0420 -0.5317 0.3 0.1 0.1
C 3.0307 -2.8225 -0.0973 -0.4 0.1 -0.2
C -2.5852 -1.3212 -2.1004 0.1 -0.5 0.4
C -0.9298 2.9168 1.2770 0.2 -0.2 0.3
C 1.1927 -1.7815 -2.8325 -0.7 0.2 -0.3
C 3.8821 -0.5534 -0.8401 -0.2 0.0 0.0
C -0.8322 2.1172 2.5856 -0.4 -0.1 -0.4
C -1.1665 -1.8674 -1.9385 -0.2 0.0 -0.2
C 3.3310 -0.9663 1.5718 -0.4 0.1 -0.1
C 2.4934 -2.1919 1.1970 0.5 -0.1 0.2
C 0.9042 2.4136 4.0810 -0.1 0.1 0.5
C 2.4933 -3.1877 2.3556 -0.2 0.2 -0.2
H 2.4012 -4.8879 0.1245 -0.1 -0.1 0.1
H 1.7971 -4.0015 2.1757 0.0 -0.1 0.0
H 1.1530 -3.8186 -0.5215 -0.2 0.0 0.0
H -1.7498 -0.8507 1.0925 0.2 -0.1 0.2
H -1.5351 0.2298 3.3501 0.0 0.0 0.1
H -3.0265 -1.6873 -3.0333 0.0 0.0 0.1
H -1.8506 1.7777 -3.0682 0.1 0.0 -0.3
H -3.2219 -1.6201 -1.2678 0.0 -0.2 -0.2
H 4.3517 -1.2886 1.7918 0.1 0.0 0.1
H 0.9243 1.6502 4.8696 0.0 0.1 -0.1
H 1.1920 -0.8736 -1.0074 -0.1 0.0 -0.1
H 3.9958 0.9053 0.7394 -0.1 0.1 0.0
H -0.5761 -1.6827 -4.0005 0.1 0.0 0.1
H 4.9219 -0.8537 -0.6987 0.1 0.0 0.0
H 3.5276 -2.2556 -2.1203 -0.1 0.1 0.2
H 1.4583 -1.8722 1.0275 -0.1 0.0 -0.1
H -0.5864 2.5928 -0.8254 0.3 0.1 0.1
H 2.9216 -0.5082 2.4750 0.0 0.0 0.1
H -0.7986 -1.5851 -0.9520 0.0 -0.1 0.0
H -0.0915 -0.2611 1.4224 -0.1 -0.1 -0.1
H 1.8937 2.8622 3.9775 -0.1 0.0 0.1
H 2.1982 -2.6883 3.2761 0.0 0.0 0.1
H -2.1813 0.3984 -4.1378 0.0 0.0 0.1
H 2.4912 -4.3300 -1.5439 0.0 -0.1 -0.1
H -0.4560 3.5696 5.3828 0.1 0.0 0.0
H -0.3170 3.8166 1.3464 0.0 0.0 0.0
H 0.2591 0.6138 -3.8920 0.0 0.0 0.0
H -1.1854 -2.9570 -2.0028 0.0 0.0 0.1
H 4.0643 -3.1386 0.0815 0.1 0.0 0.0
H 2.3521 0.4642 0.3007 -0.1 0.1 0.0
H -2.6893 1.0783 2.3002 0.0 0.0 0.1
H 0.1059 0.6358 -2.1292 0.1 0.0 -0.1
H 0.0370 4.4063 3.8791 0.0 -0.1 0.1
H 0.6157 1.8280 0.2533 -0.1 0.0 -0.1
H 3.8504 0.1769 -1.6510 0.1 0.0 -0.1
H 3.4874 -3.6061 2.4980 0.1 -0.1 0.0
H -1.9692 3.2014 1.1154 0.0 0.1 0.0
```
Positions in Å, forces in eV/Å.

=====

One value per record, in order, for E_tot: -1976.7997 -2380.5422 -1761.0920 a.u..
One value per record, in order, for relative energy (zero: lowest compared OMol25 entry of this formula, charge and spin): 94.3 0.0 0.0 kcal/mol.